No. 1
Below is a 6-piece molecular cluster, C22H41B2FNO20P overall, with properties calculated with ωB97M-V with the def2-TZVPD basis set.

Calculated values
calculated total energy = -79285.2724 eV
gap between HOMO and LUMO = 10.110 eV

```
! RIJCOSX wB97M-V def2-TZVPD def2/J DEFGRID3
* xyz 0 1
N 0.59082 3.07830 -2.77859
B 0.63820 2.34448 -4.05812
O 0.90016 3.09875 -5.23207
P 0.40346 0.44248 -4.08111
O 2.03767 0.30768 -3.42731
C -0.19493 -0.62776 -2.67946
C 0.80469 -0.80530 -1.51071
F 0.05886 -1.41684 -0.47892
O -1.15127 0.50385 -4.86352
B -2.02220 1.49337 -4.40097
O -2.52083 1.63548 -3.08670
O -2.50690 2.41673 -5.34427
H 0.06799 2.45956 -2.15341
H -0.03754 3.87197 -2.90436
H 1.76682 2.81306 -5.52543
H 0.88813 -0.24275 -5.23093
H 2.45245 1.15564 -3.27895
H -0.35369 -1.63714 -3.09509
H -1.15384 -0.33018 -2.23644
H 1.14289 0.14446 -1.07899
H 1.62456 -1.49507 -1.72130
H -3.15720 0.92955 -2.96346
H -2.00264 2.29487 -6.14563
C 1.57563 2.05991 3.78007
C 1.27950 1.60232 2.37117
C 1.81584 2.51808 1.30380
O 0.89163 2.30415 0.23173
C -0.28790 1.93884 0.79251
O -1.31941 1.89522 0.20498
O -0.13254 1.63830 2.10253
H 1.17418 1.34932 4.49959
H 2.64896 2.15284 3.94650
H 1.09914 3.02092 3.98567
H 1.62682 0.57524 2.22611
H 2.82914 2.26137 0.99915
H 1.78397 3.57472 1.58415
C -4.35195 -5.61035 -2.78185
C -3.14020 -4.73814 -3.01825
C -3.40100 -3.26639 -2.84017
O -2.44240 -2.67837 -3.72463
C -2.20728 -3.58281 -4.71093
O -1.63085 -3.34194 -5.71710
O -2.72365 -4.79586 -4.38958
H -4.09520 -6.66215 -2.91265
H -4.74550 -5.47094 -1.77443
H -5.13754 -5.38503 -3.50506
H -2.30464 -5.07239 -2.39573
H -3.23904 -2.93129 -1.81627
H -4.40192 -2.96385 -3.16175
C 0.28204 -3.66217 6.12180
C 1.50513 -2.79265 5.94155
C 1.25612 -1.32780 6.18139
O 2.23426 -0.71243 5.33583
C 2.47037 -1.57368 4.31709
O 3.06209 -1.29094 3.32588
O 1.94013 -2.79189 4.57366
H 0.53058 -4.70949 5.94708
H -0.12396 -3.56430 7.12904
H -0.49123 -3.39641 5.39906
H 2.32863 -3.16315 6.55920
H 1.40640 -1.03928 7.22027
H 0.26290 -1.00090 5.85969
C 5.95097 -1.11564 2.43557
C 7.17039 -0.49764 3.08042
C 8.39882 -1.36578 3.02955
O 9.11398 -0.94947 4.19683
C 8.19292 -0.50229 5.08726
O 8.41515 -0.28383 6.23100
O 6.98249 -0.34374 4.49479
H 5.10408 -0.43577 2.49475
H 6.13699 -1.35034 1.38623
H 5.65600 -2.02711 2.95597
H 7.36486 0.49186 2.65455
H 8.99361 -1.20254 2.13223
H 8.17490 -2.43234 3.12118
C -5.31337 4.06090 -3.21280
C -5.98333 4.29426 -1.87883
C -6.11536 3.05416 -1.03686
O -7.28393 3.33693 -0.26103
C -8.05136 4.18378 -0.99329
O -9.17960 4.45091 -0.74594
O -7.35628 4.67855 -2.04806
H -5.23466 4.99577 -3.76902
H -4.31267 3.64522 -3.08714
H -5.90152 3.37886 -3.82953
H -5.47287 5.09340 -1.33264
H -5.25302 2.88804 -0.39285
H -6.30011 2.15204 -1.62769
*
```

No. 2
Below is a 3-piece molecular cluster, C18H15N3O6 overall, with properties calculated with ωB97M-V with the def2-TZVPD basis set.

Calculated values
calculated total energy = -35656.1927 eV
relative energy (zero: lowest compared OMol25 entry of this formula, charge and spin) = 8.7 kJ/mol
gap between HOMO and LUMO = 9.599 eV

```
! RIJCOSX wB97M-V def2-TZVPD def2/J DEFGRID3
* xyz 0 1
C 1.23461 -2.33901 -1.58091
C 1.20103 -0.95727 -1.54708
C 2.30378 -0.24824 -1.09230
C 3.37794 -0.95336 -0.58486
C 3.44907 -2.33181 -0.63196
C 2.34544 -3.02676 -1.10761
N 4.54958 -0.20509 -0.08953
O 5.37975 -0.83620 0.52972
O 4.60793 0.98981 -0.30167
H 0.36252 -2.87839 -1.92875
H 0.32864 -0.40505 -1.87045
H 2.28083 0.83017 -1.14705
H 4.28912 -2.86348 -0.21284
H 2.36515 -4.10802 -1.08300
C 2.39852 4.03142 0.39696
C 1.44504 4.22113 1.38879
C 0.09980 4.03858 1.07344
C -0.24730 3.71639 -0.22447
C 0.68306 3.49460 -1.20876
C 2.02508 3.65131 -0.88233
N -1.66107 3.42781 -0.51830
O -2.49265 3.82781 0.26609
O -1.90286 2.78050 -1.52108
H 3.45189 4.13320 0.62802
H 1.75053 4.49532 2.38811
H -0.63109 4.24301 1.84148
H 0.42899 3.16742 -2.20543
H 2.79752 3.35155 -1.57931
C -2.16740 -3.49670 -0.11409
C -2.36307 -2.17622 -0.47783
C -3.17477 -1.32533 0.25584
C -3.79600 -1.85564 1.37014
C -3.51228 -3.12786 1.83493
C -2.71414 -3.95937 1.08755
N -4.77045 -1.04286 2.12051
O -5.29283 -1.54080 3.09705
O -5.02349 0.06107 1.67540
H -1.55984 -4.17826 -0.69402
H -1.81169 -1.77734 -1.32196
H -3.39062 -0.32994 -0.10286
H -4.00092 -3.49087 2.72728
H -2.64336 -5.00720 1.34714
*
```

No. 3
Below is the molecule C12H14O, with properties calculated with ωB97M-V with the def2-TZVPD basis set.

Calculated values
calculated total energy = -14713.7307 eV
relative energy (zero: lowest compared OMol25 entry of this formula, charge and spin) = 340.8 kJ/mol
gap between HOMO and LUMO (alpha / beta) = 7.823 / 7.821 eV

```
! RIJCOSX wB97M-V def2-TZVPD def2/J DEFGRID3
* xyz 0 1
C 3.75033 0.90948 -0.22355
C 2.81966 1.22698 0.80258
C 3.57120 -0.23039 -1.03449
C 1.71159 0.41917 1.04088
C 2.34407 -0.86786 -0.92412
C 1.44483 -0.63476 0.12693
C -1.11083 -0.47663 -1.29506
C -1.87846 0.15833 -0.45365
C -1.74311 0.04441 1.03440
C -0.84608 -1.16364 1.36567
C 0.23163 -1.40144 0.28206
C -3.06544 0.96152 -0.93112
O 0.30860 -2.68378 -0.12550
H 4.57313 1.67017 -0.24084
H 2.80748 2.17013 1.42416
H 4.18989 -0.56459 -1.76628
H 1.07343 0.57102 1.78663
H 1.92492 -1.58864 -1.60139
H -1.02255 -0.56114 -2.40949
H -1.34876 0.95392 1.28853
H -2.78301 0.11561 1.58018
H -0.32822 -0.98130 2.27118
H -1.60423 -1.89311 1.28359
H -2.79376 1.49302 -1.92320
H -3.34064 1.74568 -0.18291
H -3.81377 0.39899 -1.24702
H 1.13256 -2.61741 -0.68328
*
```

No. 4
Below is C8H27N9O5Pb as an isolated structure, with properties calculated with ωB97M-V with the def2-TZVPD basis set.

Calculated values
calculated total energy = -37622.6757 eV
relative energy (zero: lowest compared OMol25 entry of this formula, charge and spin) = 0.0 kJ/mol
gap between HOMO and LUMO = 10.489 eV

```
! RIJCOSX wB97M-V def2-TZVPD def2/J DEFGRID3
* xyz 2 1
Pb 0.30316 -0.95322 0.89791
C -2.90944 -2.77626 0.87605
O -2.01252 -1.95209 1.07995
N -2.68222 -4.12020 0.86113
N -4.19081 -2.40543 0.59926
H -1.71728 -4.39365 0.90186
H -3.36482 -4.73145 0.44753
H -4.40431 -1.42909 0.53164
H -4.85328 -3.11625 0.34271
C -0.97049 -1.88617 -2.32459
O -0.71435 -1.11583 -1.38425
N 0.01875 -2.49936 -3.03185
N -2.23575 -2.15480 -2.71022
H -0.21035 -2.97090 -3.89124
H 0.95734 -2.15691 -2.93984
H -2.97634 -1.89674 -2.08429
H -2.35143 -2.75551 -3.50658
C -2.40194 1.36964 1.66457
O -1.41026 0.81849 1.17190
N -3.56282 1.44740 0.96818
N -2.34353 2.03872 2.82989
H -4.35931 1.95237 1.31328
H -3.58443 0.99354 0.07486
H -3.14434 2.44270 3.28406
H -1.45437 2.22734 3.25642
C 2.02440 1.86347 2.64064
O 1.56984 0.80952 2.17360
N 2.63563 1.96803 3.82948
N 1.97132 3.00409 1.89798
H 2.71246 1.22192 4.49550
H 3.08958 2.84392 4.02665
H 2.09079 3.92816 2.27477
H 1.54864 2.90693 0.99059
C 4.28781 0.29406 -1.71406
C 3.06357 0.32331 -0.79644
C 1.89074 0.91310 -1.55047
O 0.84220 1.24222 -0.65666
C -0.11404 2.11713 -1.23850
N 2.74800 -1.08726 -0.38558
H 5.16738 -0.09288 -1.19406
H 4.61030 1.24827 -2.13106
H 4.09685 -0.39197 -2.54564
H 3.29938 0.84714 0.12777
H 1.54121 0.22246 -2.32787
H 2.26422 1.81659 -2.04384
H -0.85242 2.32880 -0.46952
H -0.63280 1.64068 -2.07185
H 0.31605 3.08379 -1.51247
H 2.86282 -1.64603 -1.23016
H 3.54121 -1.38178 0.18287
*
```